Below is 9 unconnected molecules or ions with the total composition C45H42N9O18 in a non-equilibrium geometry, with properties calculated with ωB97M-V/def2-TZVPD.

Geometry as XYZ:
```
114
C45H42N9O18 | the OMol25 dataset | ωB97M-V/def2-TZVPD
N 0.5697 -0.6801 0.4436
O 0.4257 0.5689 0.0786
O 1.2207 -1.0561 1.4376
O -0.0583 -1.5671 -0.2274
C -1.8703 -5.5041 -1.8794
C -2.0953 -6.0071 -3.3124
C -1.1503 -5.3921 -4.3804
C -0.0003 -4.2881 -3.9574
C -0.0103 -3.9661 -2.4794
C -0.9603 -4.4701 -1.4954
N 0.7717 -3.6651 -4.8664
O 1.5467 -2.8301 -4.4134
O 0.8337 -4.0641 -5.9944
H -2.3953 -5.9241 -1.0464
H -2.7963 -6.8451 -3.3124
H -1.0613 -5.8521 -5.3734
H 0.7447 -3.3061 -2.0444
H -0.8263 -4.1201 -0.4134
C 0.4697 2.2389 -4.2054
C -0.1003 0.9529 -3.4814
C -1.2983 0.2519 -4.1474
C -1.7873 0.6889 -5.5684
C -1.0063 1.8979 -6.2234
C 0.0777 2.5749 -5.4544
N -2.8333 -0.1071 -6.3024
O -3.6343 -0.7671 -5.6124
O -2.9743 0.1719 -7.5284
H 1.2817 2.6289 -3.6684
H 0.2447 0.6519 -2.5614
H -1.9433 -0.5371 -3.6024
H -1.4073 2.0469 -7.1144
H 0.4387 3.6089 -5.8434
C -2.2253 -1.5951 4.2676
C -2.8703 -2.7991 5.0996
C -2.0733 -4.0301 5.2906
C -0.5973 -4.1721 4.5256
C -0.1043 -2.9091 3.8086
C -0.9613 -1.6711 3.7796
N 0.1097 -5.4821 4.5316
O -0.4793 -6.5501 4.9556
O 1.1507 -5.4591 3.9056
H -2.7663 -0.7591 4.2366
H -3.9483 -2.8471 5.3756
H -2.4433 -4.8631 5.8816
H 0.7577 -2.7581 3.4496
H -0.7203 -0.8471 3.3266
C 4.3017 -1.0871 -0.5264
C 3.5537 -0.4971 -1.7804
C 4.4937 -0.0331 -3.0094
C 5.9347 -0.4771 -2.9874
C 6.5437 -1.1031 -1.8054
C 5.6287 -1.3191 -0.5234
N 6.9407 -0.1621 -4.0544
O 8.1547 -0.6311 -3.8754
O 6.4707 0.3489 -5.1124
H 3.6547 -1.3251 0.4756
H 2.4677 -0.2721 -1.5214
H 4.2247 0.3019 -3.9534
H 7.4357 -1.6211 -1.5824
H 6.0067 -1.9691 0.3806
C -2.0823 5.2349 -0.3734
C -3.1273 5.6759 0.5886
C -3.8283 4.6429 1.5976
C -3.2593 3.1819 1.5406
C -2.2023 2.8439 0.5296
C -1.5913 3.9099 -0.4854
N -3.7523 2.1879 2.4686
O -3.1073 1.1379 2.4586
O -4.7483 2.3859 3.1996
H -1.5583 5.7789 -1.0604
H -3.2643 6.6859 0.5726
H -4.7483 5.0639 2.1016
H -1.8913 1.7869 0.2736
H -0.7403 3.8979 -1.2714
C -3.6473 -0.0891 -1.2184
C -3.2973 -1.6291 -1.3754
C -4.5403 -2.5641 -1.5284
C -5.9773 -2.0911 -1.5604
C -6.1293 -0.5871 -1.6684
C -4.9693 0.3279 -1.3004
N -7.1263 -2.9871 -1.7284
O -6.8933 -4.2791 -1.6194
O -8.3343 -2.5351 -1.8454
H -2.7543 0.4739 -1.0684
H -2.3863 -2.0811 -1.3014
H -4.2333 -3.6721 -1.2424
H -7.0883 -0.1621 -1.8084
H -5.1563 1.4619 -1.0524
C 3.2157 -0.0681 4.2336
C 3.1637 1.2569 3.4456
C 3.5057 2.6329 4.0916
C 3.9367 2.6589 5.6476
C 4.0017 1.2359 6.3386
C 3.6497 -0.0601 5.5876
N 4.4757 3.9159 6.1666
O 4.4687 3.9349 7.4866
O 4.4907 4.9749 5.6106
H 3.0267 -1.0961 3.8506
H 2.5877 1.1039 2.4826
H 3.5877 3.6009 3.5066
H 4.3277 1.3559 7.2896
H 3.9267 -0.9441 6.2636
C 0.7027 3.5419 1.9456
O -0.0263 4.0439 2.7656
N 1.8607 4.1399 1.5706
C 2.7257 3.5649 0.5586
C 2.1117 5.4549 2.1786
H 0.5767 2.4939 1.5156
H 2.0967 2.7179 0.0126
H 3.4757 3.0809 1.0126
H 3.1007 4.2749 -0.0654
H 3.0377 5.8799 1.4986
H 2.1917 5.4999 3.1386
H 1.1597 6.0589 2.0336
```

Properties
LUMO level: 0.17 eV
relative energy (zero: lowest compared OMol25 entry of this formula, charge and spin): 335.5 kJ/mol
net charge: -1

---

Below is a molecular structure, C45H44F3HoN2O2P2 in a non-equilibrium geometry, with properties calculated with ωB97M-V/def2-TZVPD.

Geometry as XYZ:
```
99
C45H44F3HoN2O2P2 | the OMol25 dataset | ωB97M-V/def2-TZVPD
Ho 0.7899 1.0272 -1.2363
C -1.3465 -3.6426 3.4859
C -1.7288 -2.5042 2.5577
C -3.2451 -2.1775 2.7422
C -0.8747 -1.3080 2.8901
C -0.9753 -0.7675 4.1683
C -0.2212 0.3284 4.5551
C 0.6562 0.8885 3.6662
C 0.7530 0.3623 2.3743
P 2.0447 0.8779 1.2185
C 3.1137 -0.4974 1.0808
C 4.1265 -0.5071 0.1691
C 4.9761 -1.6134 0.1194
C 4.9392 -2.6019 1.0464
C 3.9386 -2.5242 2.0668
C 3.0570 -1.4957 2.0649
C 2.8293 2.2879 1.9848
C 2.0791 3.4759 2.1606
C 2.6837 4.6193 2.6619
C 4.0082 4.5731 3.1297
C 4.6812 3.3464 3.0285
C 4.1577 2.2402 2.4157
C -0.0434 -0.6854 1.9417
O -0.1741 -0.9889 0.6076
C -0.7335 -2.2446 0.2088
C -0.5815 -2.7034 -1.1152
C -1.0772 -3.9344 -1.4726
C -1.8529 -4.7037 -0.5474
C -2.0399 -4.1233 0.6617
C -1.4823 -2.9049 1.1334
P -0.1005 -1.4962 -2.4407
C 1.1484 -2.2585 -3.5679
C 2.4777 -1.8705 -3.4589
C 3.4307 -2.4028 -4.3564
C 2.9757 -3.2906 -5.3427
C 1.6227 -3.6924 -5.3959
C 0.7087 -3.1918 -4.5202
C -1.6781 -1.1133 -3.2250
C -2.8330 -1.1465 -2.3813
C -4.0330 -0.7599 -2.8461
C -4.1437 -0.2694 -4.1366
C -3.0749 -0.2260 -5.0099
C -1.8042 -0.6739 -4.5768
H -1.2147 -3.3851 4.5709
H -0.4660 -4.1606 3.1545
H -2.1633 -4.4368 3.4899
H -3.5346 -2.3483 3.8002
H -3.9335 -2.9208 2.3701
H -3.4930 -1.1503 2.5019
H -1.5756 -1.2138 4.9752
H -0.4042 0.6783 5.5692
H 1.3208 1.6879 3.9536
H 4.3141 0.2625 -0.5849
H 5.7775 -1.6445 -0.5719
H 5.6374 -3.4301 0.9753
H 3.9185 -3.3160 2.7533
H 2.2900 -1.4136 2.8303
H 1.0479 3.4766 1.9591
H 2.0560 5.5296 2.7680
H 4.4608 5.4455 3.6670
H 5.7214 3.2697 3.5103
H 4.8218 1.4153 2.3519
H -0.8372 -4.2536 -2.4044
H -2.2070 -5.6418 -0.9449
H -2.3606 -4.7085 1.4962
H 2.8702 -1.2649 -2.6620
H 4.5298 -2.1718 -4.2286
H 3.7110 -3.5623 -6.0525
H 1.2974 -4.4917 -6.1006
H -0.3537 -3.3852 -4.6273
H -2.6714 -1.7166 -1.4191
H -4.8934 -0.8532 -2.2173
H -5.1230 -0.0917 -4.5272
H -3.1525 0.1004 -6.0812
H -1.0460 -0.8882 -5.3332
C -3.0756 1.2636 0.4418
N -2.6711 2.6612 0.7908
C -3.5318 3.3466 1.7679
C -1.5870 3.0860 0.0332
O -0.9113 2.1559 -0.5466
N -1.2149 4.4298 -0.0261
C -2.3016 5.4385 0.1132
C -0.0625 4.8878 -0.8685
H -2.7718 0.8875 -0.5444
H -4.0489 1.1679 0.5449
H -2.5806 0.5614 1.1004
H -3.9846 2.5990 2.4326
H -4.3547 3.8548 1.3680
H -2.9865 4.0285 2.3617
H -3.1940 5.0692 -0.4320
H -1.9507 6.3195 -0.3939
H -2.4601 5.6449 1.1818
H 0.6920 4.1058 -0.7874
H 0.4522 5.6668 -0.2817
H -0.2807 5.0499 -1.9485
F -1.3146 2.7510 -3.5735
C -0.2149 2.0879 -3.5264
F 2.4539 1.6906 -1.9808
F 0.4005 2.1221 -4.6785
```

Properties
LUMO level (spin up / spin down): -5.92 / -5.92 eV
multiplicity: 5
⟨S²⟩: 6.004
net charge: +2

---

Below is 7 unconnected molecules or ions with the total composition C45H45F48N2O8P in a non-equilibrium geometry, with properties calculated with ωB97M-V/def2-TZVPD.

Geometry as XYZ:
```
149
C45H45F48N2O8P | the OMol25 dataset | ωB97M-V/def2-TZVPD
C 3.0271 -1.7718 -8.2718
C 4.2587 -1.2543 -7.3272
C 4.5913 -2.4733 -6.3382
O 5.5446 -2.1699 -5.2791
C 6.5409 -1.2354 -5.6926
C 6.6065 0.0988 -4.8648
C 5.5951 0.4364 -3.6572
C 5.6245 -0.6311 -2.4549
C 7.1115 -1.2060 -2.1604
C 7.6934 1.1756 -5.2027
C 8.6796 0.8806 -6.3536
C 8.6464 -0.4384 -7.2419
N 9.6237 -0.5154 -8.2974
C 9.4310 -1.7601 -8.9716
P 10.5859 -2.0824 -10.4747
C 11.6305 -3.6336 -10.1929
O 9.5472 -2.4698 -11.7924
C 8.3999 -2.8792 -8.6318
N 7.4593 -2.7443 -7.5683
C 7.5672 -1.4897 -6.8704
H 2.0802 -1.6629 -7.6197
H 3.1192 -2.9071 -8.4929
H 2.9660 -1.2128 -9.2643
H 5.1136 -1.0194 -8.0653
H 3.9373 -0.3367 -6.7291
H 3.5933 -2.7848 -5.8513
H 4.9817 -3.3619 -6.9432
H 5.9072 1.4645 -3.2199
H 4.5326 0.6137 -4.0850
H 5.2973 -0.0863 -1.4874
H 4.8584 -1.4556 -2.6898
H 7.3657 -2.1454 -2.7680
H 7.1266 -1.5221 -1.0545
H 7.8426 -0.3645 -2.4096
H 7.7815 2.1476 -4.5902
H 9.4804 1.6664 -6.5827
H 11.0365 -4.5908 -9.9748
H 12.1873 -3.8316 -11.1918
H 12.4746 -3.4509 -9.4199
H 8.7016 -2.8708 -11.4820
H 8.3831 -3.8351 -9.2708
C 0.7410 -1.6785 -4.2392
C 1.2979 -0.2744 -4.5530
C 1.5588 0.6227 -3.3425
F 0.4377 0.8922 -2.6458
F 2.0524 1.8230 -3.7433
F 0.4824 0.3352 -5.4474
F 2.4899 -0.4557 -5.1977
O -0.6759 -1.8549 -4.3646
C -1.4686 -1.5033 -3.2485
C -2.4311 -0.3515 -3.5520
F -1.7691 0.7629 -3.9387
F -3.1465 -0.0163 -2.4507
F -0.6745 -1.2604 -2.1876
F -2.1788 -2.6117 -2.9339
H 1.1568 -2.3456 -5.0008
H 1.1186 -2.0753 -3.2928
H 2.2911 0.1711 -2.6671
H -3.1279 -0.6231 -4.3491
C -2.3454 3.6771 -2.9954
C -1.8115 5.0936 -3.2906
C -1.6074 5.9966 -2.0738
F -2.7545 6.2398 -1.4110
F -1.1301 7.2076 -2.4604
F -2.6143 5.6861 -4.2082
F -0.5982 4.9404 -3.9000
O -3.7557 3.4736 -3.1644
C -4.5896 3.8078 -2.0745
C -5.5654 4.9409 -2.4059
F -4.9169 6.0681 -2.7692
F -6.3217 5.2576 -1.3236
F -3.8338 4.0646 -0.9882
F -5.2861 2.6831 -1.7839
H -1.8937 3.0207 -3.7439
H -1.9883 3.2857 -2.0389
H -0.8854 5.5622 -1.3769
H -6.2310 4.6562 -3.2248
C 8.5184 -1.4111 4.0715
C 8.5674 -2.7360 4.8599
C 9.3052 -3.8900 4.1804
F 8.7359 -4.2544 3.0164
F 9.2858 -4.9927 4.9725
F 7.3054 -3.0955 5.1979
F 9.2085 -2.4724 6.0378
O 7.3231 -1.1451 3.3251
C 7.2396 -1.6948 2.0256
C 6.0968 -2.7054 1.8849
F 6.2350 -3.7379 2.7441
F 6.0741 -3.2368 0.6374
F 8.4370 -2.2000 1.6724
F 7.0196 -0.6474 1.1941
H 8.5425 -0.6134 4.8202
H 9.4176 -1.2495 3.4708
H 10.3517 -3.6338 3.9936
H 5.1307 -2.2320 2.0794
C -6.5578 5.9433 2.9528
C -5.2158 5.2724 3.3127
C -4.8937 3.9800 2.5624
F -5.7910 3.0058 2.8024
F -3.6886 3.4901 2.9591
F -5.1624 5.0838 4.6550
F -4.2313 6.1748 3.0228
O -7.6644 5.6859 3.8272
C -8.4122 4.5097 3.5900
C -8.3404 3.5239 4.7595
F -7.0677 3.1444 5.0136
F -9.0349 2.3929 4.4846
F -8.0364 3.9637 2.4174
F -9.6934 4.9126 3.4181
H -6.3921 7.0206 3.0496
H -6.8271 5.8015 1.9025
H -4.8430 4.1515 1.4837
H -8.7483 3.9671 5.6718
C -3.8499 2.1795 7.1788
C -2.5264 1.4781 7.5463
C -2.2457 0.1613 6.8218
F -3.1690 -0.7823 7.0860
F -1.0542 -0.3528 7.2230
F -2.4705 1.3162 8.8909
F -1.5178 2.3458 7.2328
O -4.9500 1.9583 8.0703
C -5.7035 0.7799 7.8386
C -5.6388 -0.2060 9.0089
F -4.3701 -0.5913 9.2684
F -6.3382 -1.3333 8.7277
F -5.3261 0.2324 6.6669
F -6.9825 1.1859 7.6622
H -3.6570 3.2542 7.2502
H -4.1330 2.0224 6.1343
H -2.1960 0.3094 5.7396
H -6.0477 0.2394 9.9196
C -8.6936 -2.8370 6.6966
C -9.4626 -2.6864 8.0253
C -9.5477 -3.9444 8.8900
F -10.1993 -4.9506 8.2776
F -10.2378 -3.6860 10.0311
F -10.6955 -2.1844 7.7687
F -8.8136 -1.7289 8.7514
O -9.4774 -3.0547 5.5153
C -9.8490 -4.3873 5.2250
C -11.3666 -4.5938 5.2526
F -11.8901 -4.2895 6.4602
F -11.6813 -5.8897 5.0069
F -9.1878 -5.2298 6.0421
F -9.3836 -4.6385 3.9779
H -8.2108 -1.8716 6.5164
H -7.8655 -3.5470 6.7720
H -8.5521 -4.2945 9.1761
H -11.8596 -3.9678 4.5041
```

Properties
LUMO level: -1.16 eV
SMILES: CCCOc1c(CCC)ccc2nc(P(C)O)cnc12.FC(F)C(F)(F)COC(F)(F)C(F)F.FC(F)C(F)(F)COC(F)(F)C(F)F.FC(F)C(F)(F)COC(F)(F)C(F)F.FC(F)C(F)(F)COC(F)(F)C(F)F.FC(F)C(F)(F)COC(F)(F)C(F)F.FC(F)C(F)(F)COC(F)(F)C(F)F

---

Below is a molecular structure, C45H45N7O4PbS5, with properties calculated with ωB97M-V/def2-TZVPD.

Geometry as XYZ:
```
107
C45H45N7O4PbS5 | the OMol25 dataset | ωB97M-V/def2-TZVPD
Pb 0.1683 -0.8918 0.5877
C 1.2217 -4.3911 -1.7146
C 1.0389 -4.0942 -0.2531
C -0.2181 -4.2042 0.3488
C -0.3811 -3.9866 1.7101
C 0.7117 -3.6448 2.5030
C 1.9641 -3.5257 1.9183
C 2.1204 -3.7482 0.5547
H 0.4618 -3.8998 -2.3234
H 1.1500 -5.4656 -1.8930
H 2.1989 -4.0617 -2.0691
H -1.0730 -4.4882 -0.2544
H -1.3605 -4.1008 2.1581
H 0.5887 -3.4948 3.5678
H 2.8245 -3.2795 2.5281
H 3.1075 -3.6814 0.1092
O 0.8861 0.9142 2.1500
S 1.9157 1.9761 2.4972
C 0.9823 3.5185 2.7203
C -0.3780 3.2983 3.3693
C -1.4260 2.8156 2.3549
C -2.4018 1.8114 2.9550
S -3.1185 0.8084 1.6407
O -1.9796 -0.1173 1.2415
C -4.2254 -0.1780 2.6125
C -3.7466 -1.2566 3.3427
C -4.6378 -1.9885 4.1094
C -5.9827 -1.6366 4.1411
C -6.4475 -0.5596 3.4008
C -5.5663 0.1752 2.6196
C 2.3399 1.6579 4.1980
C 1.6662 0.6812 4.9121
C 2.0276 0.4490 6.2328
C 3.0480 1.1856 6.8164
C 3.7239 2.1538 6.0833
C 3.3773 2.3897 4.7629
H 0.8928 3.9573 1.7242
H 1.6424 4.1520 3.3154
H -0.6947 4.2355 3.8286
H -0.2765 2.5801 4.1869
H -0.9087 2.3375 1.5230
H -1.9737 3.6644 1.9406
H -3.2250 2.2731 3.5025
H -1.8988 1.0930 3.6078
H -2.6980 -1.5223 3.2944
H -4.2874 -2.8352 4.6842
H -6.6733 -2.2122 4.7425
H -7.4962 -0.2972 3.4213
H -5.9199 1.0071 2.0223
H 0.8789 0.1128 4.4343
H 1.5104 -0.3081 6.8067
H 3.3248 1.0012 7.8455
H 4.5260 2.7186 6.5384
H 3.9127 3.1322 4.1817
S -1.5262 -1.8196 -1.5500
C -1.9807 -0.3820 -2.2505
N -3.0300 -0.1391 -3.0495
N -3.7203 -1.0678 -3.6211
C -3.3617 -2.3652 -4.0701
C -4.3738 -3.3180 -4.1258
C -4.0823 -4.5813 -4.6108
C -2.7982 -4.8756 -5.0502
C -1.8042 -3.9027 -5.0173
C -2.0791 -2.6387 -4.5310
N -1.3476 0.8837 -2.0275
N -0.4219 0.9353 -1.2114
C 0.1826 2.2337 -1.1280
C 1.5163 2.2902 -0.7530
C 2.1631 3.5181 -0.7271
C 1.4673 4.6766 -1.0399
C 0.1203 4.6127 -1.3843
C -0.5267 3.3914 -1.4414
H -4.6246 -0.7322 -3.9314
H -5.3713 -3.0752 -3.7800
H -4.8582 -5.3330 -4.6516
H -2.5755 -5.8608 -5.4369
H -0.8108 -4.1225 -5.3846
H -1.3075 -1.8829 -4.5222
H 2.0480 1.3788 -0.5160
H 3.2119 3.5677 -0.4630
H 1.9712 5.6339 -1.0156
H -0.4196 5.5198 -1.6210
H -1.5679 3.3183 -1.7228
N 1.7437 4.6487 -4.8544
C 1.8346 3.3109 -4.5836
C 3.0583 2.7489 -4.1799
C 3.1396 1.4143 -3.8610
C 1.9991 0.6144 -3.9290
C 0.7860 1.1504 -4.3489
C 0.7027 2.4865 -4.6706
S 2.0972 -1.0539 -3.4591
O 3.3613 -1.6120 -3.8542
O 0.8770 -1.7212 -3.7947
N 2.0906 -0.9103 -1.7828
C 3.1877 -0.9913 -1.1013
S 4.8366 -1.3943 -1.6491
C 5.3788 -1.1710 -0.0643
C 4.3321 -0.8240 0.7952
N 3.1398 -0.7340 0.2389
H 2.5958 5.1509 -5.0397
H 0.9501 4.9687 -5.3839
H 3.9425 3.3724 -4.1360
H 4.0910 0.9831 -3.5745
H -0.0828 0.5119 -4.4323
H -0.2404 2.9042 -5.0006
H 6.4155 -1.3012 0.2053
H 4.4541 -0.6455 1.8552
```

Properties
LUMO level (spin up / spin down): -6.98 / -6.83 eV
relative energy (zero: lowest compared OMol25 entry of this formula, charge and spin): 42.1 kJ/mol
net charge: +2

---

Which electronic energy belongs to each record? In order, -97564.3591, -106969.3497, -206475.3432, -125424.9369 eV.